No. 1
The following is a DFT calculation (ωB97M-V/def2-TZVPD) of a 8-piece molecular cluster, C12H40N8O8 overall in a non-equilibrium geometry.

```
68
Properties=species:S:1:pos:R:3:forces:R:3
C 5.600520 -1.839209 -1.649746 -0.0692 0.6617 1.3708
O 6.175870 -0.785989 -1.831236 0.5020 0.6976 -1.0005
N 6.023170 -3.036359 -2.003576 2.5107 -1.4072 -2.3472
N 4.487700 -1.959049 -0.976956 -2.4469 1.1418 1.6005
H 6.830880 -2.838639 -2.576816 0.4645 -1.4654 0.1391
H 5.839580 -3.875899 -1.472936 0.3594 0.2825 -0.4715
H 4.251250 -2.877919 -0.630736 -0.6821 0.7482 0.1696
H 4.217180 -1.076899 -0.566196 -0.7082 -0.6057 0.6383
C -2.802390 -1.058309 -2.280336 0.6207 2.8490 -0.8191
O -2.009620 -0.282579 -2.802826 1.9927 1.1568 0.5104
N -3.365080 -0.963299 -1.115486 -0.0297 1.2660 3.4826
N -3.324150 -1.963089 -3.014616 -1.8422 -4.1508 -3.0385
H -4.186410 -1.490839 -0.856216 0.0570 -0.1258 0.3067
H -3.067070 -0.217129 -0.503516 -0.4186 -0.0562 0.1314
H -2.945740 -1.991889 -3.950606 -0.6255 -0.1870 0.0666
H -4.269670 -2.217799 -2.767176 0.1832 -0.6260 -0.6417
C 0.555450 -0.652329 0.914754 -1.2987 -1.8880 -0.6925
O 1.517380 -1.010909 0.250524 0.7109 0.1605 -0.1485
N -0.598200 -1.349849 0.993734 -0.5618 -1.4174 -0.8005
N 0.468200 0.387211 1.698814 1.6762 3.8559 1.9876
H -0.680940 -2.143639 0.374744 -0.2822 0.5619 0.2119
H -1.421860 -0.977239 1.444124 0.0867 -0.1442 -0.1409
H -0.372830 0.771531 2.105094 -0.1096 -0.5309 -0.3284
H 1.219350 1.061621 1.666484 -0.0983 -0.1786 -0.1761
C -0.615880 2.614781 -0.920596 -0.2925 0.9225 -1.2690
O -0.110250 3.212491 -0.051316 3.3198 3.5706 4.3073
N -0.633960 2.909781 -2.182216 1.3036 2.1678 -4.1675
N -1.388660 1.638851 -0.751536 -3.6477 -5.6339 2.5487
H -1.264110 2.339981 -2.728406 0.5244 0.7734 -0.7403
H -0.083590 3.708161 -2.464686 -0.3786 -0.4105 -0.5770
H -1.482080 1.346771 0.210784 -0.2322 -0.4506 -0.3748
H -1.452040 0.994331 -1.526576 -0.5495 -0.8885 0.2631
C -1.108420 -4.160519 -0.427406 0.3843 -0.3318 0.0870
C -2.484430 -4.505409 0.079574 -0.1455 -1.2452 -0.3940
O -3.179530 -5.209599 -0.980666 -0.0075 0.8369 0.1478
H -0.527080 -5.004889 -0.797786 -0.3493 -0.3376 -0.0168
H -0.483220 -3.751709 0.366384 -0.0928 -0.0530 -0.0286
H -1.194070 -3.475199 -1.270666 0.0313 0.2328 0.1082
H -3.004590 -3.614279 0.430904 -0.2090 0.2083 -0.2884
H -2.542750 -5.223119 0.897864 0.7406 0.2353 0.4779
H -4.104760 -5.002749 -0.829776 -0.3450 -0.0918 -0.2157
C 0.668510 3.205561 3.261114 1.0609 -0.3417 -0.2732
C 1.189710 4.072071 4.386234 0.7384 0.0630 0.5623
O 2.166140 3.414591 5.233724 -0.6071 -0.0248 -0.4884
H 0.303290 2.237981 3.605334 -0.9456 0.3557 0.3891
H 1.484510 2.820651 2.649474 0.4920 0.6488 -0.1134
H 0.037550 3.759031 2.565664 -0.3689 -0.3239 0.2069
H 0.397580 4.433811 5.041804 -0.3278 0.0501 -0.1284
H 1.732220 4.948621 4.032064 -0.1870 -0.0096 -0.2966
H 1.687880 2.662341 5.590064 0.2089 -0.2592 0.2177
C 3.424460 1.663991 -3.150166 1.2647 0.4658 -0.1348
C 3.242850 0.234611 -3.604666 -1.3124 0.0996 -0.6408
O 2.210020 -0.415719 -2.905596 -0.4643 -0.2741 0.3064
H 2.578560 2.349501 -3.201486 -0.6239 -0.7673 0.5365
H 4.099940 2.221481 -3.799046 0.6186 -0.3653 -0.2230
H 3.919550 1.630571 -2.179676 -0.3258 0.4277 0.2654
H 4.136400 -0.388459 -3.566556 0.3944 0.4418 -0.0497
H 2.839170 0.234621 -4.617166 0.3974 -0.0239 -0.3312
H 2.460910 -0.560259 -1.990306 -0.1219 -0.0505 0.2870
C -3.014820 2.181801 3.472344 0.1691 -0.5843 0.5768
C -3.900900 1.638831 2.391234 0.6956 1.4468 -0.6078
O -3.153640 0.717211 1.556054 -0.8310 0.8480 0.7663
H -3.635480 2.559451 4.284914 0.1093 0.3149 0.0897
H -2.343770 2.948971 3.086044 0.0297 -0.0641 0.1523
H -2.447010 1.337201 3.862664 0.2572 0.1450 0.2606
H -4.156330 2.531551 1.820344 -0.4884 -0.3575 -0.5715
H -4.810160 1.205251 2.807604 0.1026 -0.3146 -0.2510
H -3.600320 -0.074469 1.864794 0.0203 -1.6499 -0.3849
```
Forces are in eV/Å.

electronic energy	-41393.6196	eV
spin multiplicity	2
frontier orbital gap (alpha / beta)	2.5866 / 9.3684	eV
expectation value of S²	0.75
HOMO (alpha / beta)	-0.18 / -6.90	eV
total charge	-1
lowest unoccupied orbital energy (alpha / beta)	2.4 / 2.5	eV

No. 2
The following is a DFT calculation (ωB97M-V/def2-TZVPD) of C12H40O10V as an isolated structure in a non-equilibrium geometry.

```
63
Properties=species:S:1:pos:R:3:forces:R:3
O 12.920479 -5.558602 -10.273473 0.7176 0.4335 -1.5106
V 13.443130 -5.377669 -11.763886 1.7059 -0.5476 1.1664
O 15.048594 -5.470171 -11.720171 -2.4757 -0.0221 0.4023
O 13.510749 -3.038344 -11.996035 -1.1715 -1.7690 -0.2126
H 12.774944 -2.564486 -12.383697 -0.3216 0.0874 -0.1147
H 14.136334 -2.354953 -11.755533 1.3210 0.4018 -0.0394
O 11.168484 -5.423291 -12.451379 0.4059 0.2979 -0.1207
H 10.489310 -4.844463 -12.105116 -0.2006 0.1877 0.4295
H 10.718415 -5.956033 -13.107019 0.0481 -0.2302 -0.3331
O 13.023699 -7.643301 -12.285961 -0.0141 1.5442 -0.6254
H 13.678057 -8.176040 -11.834041 1.0607 -0.8536 0.7060
H 12.279953 -8.232528 -12.411982 -0.4276 0.1174 0.1235
O 13.681172 -5.492154 -14.015931 -0.4041 0.2886 -0.0635
H 13.515718 -4.751077 -14.598737 0.0514 0.4451 -0.1378
H 13.633434 -6.260340 -14.585006 0.0641 -0.5378 0.0739
C 18.306300 -6.579288 -11.560820 -0.3702 0.5851 -0.0351
C 19.649652 -6.085445 -11.026473 -0.9783 -0.2182 0.0717
C 19.616845 -5.874441 -9.544513 -0.1750 1.2084 1.3307
O 20.559490 -7.112360 -11.211225 1.2910 -1.4736 -0.8148
H 17.558141 -5.789441 -11.493888 0.0060 0.1297 -0.0231
H 17.906626 -7.392821 -10.955406 0.3006 -0.1115 0.1657
H 18.310470 -6.932028 -12.592155 0.3851 0.1159 -0.0346
H 20.071685 -5.229464 -11.553055 -0.6888 0.5167 -0.1212
H 18.964917 -5.111870 -9.118393 -0.5921 0.1535 -0.5366
H 20.580263 -5.484413 -9.216179 0.3518 -0.4965 0.0796
H 19.361704 -6.794451 -9.018602 0.2821 -0.1225 -0.1468
H 21.435129 -6.725230 -11.140672 0.2034 -0.2817 0.0461
C 10.315452 -4.604689 -8.676050 0.0487 -0.6412 1.0212
C 9.386932 -3.672931 -7.900350 0.7498 -1.2917 -0.6966
C 9.978104 -2.317606 -7.830585 0.3558 0.4618 0.5026
O 8.177148 -3.607682 -8.547222 -2.2268 0.1590 -1.1352
H 9.877015 -5.602419 -8.655944 0.2073 -0.1345 -0.0475
H 11.279383 -4.610379 -8.167223 0.1573 -0.3040 -0.2041
H 10.480203 -4.353607 -9.723860 -0.1261 0.4848 -0.0193
H 9.058792 -4.152647 -6.978241 0.8625 0.2490 0.5294
H 10.069106 -1.987454 -8.865394 -0.1856 0.4042 -0.1110
H 11.003077 -2.326946 -7.459847 -0.1462 0.1496 0.4267
H 9.299330 -1.686847 -7.256576 0.3938 0.3825 -0.0953
H 8.291363 -3.129898 -9.372014 -0.1246 0.1187 -0.1568
C 15.616598 -8.263829 -9.063912 1.1754 -0.4134 1.0461
C 14.657339 -9.344255 -9.509273 -2.1054 1.1100 0.5418
C 13.178314 -9.030993 -9.209019 0.7522 0.6382 1.1735
O 14.658549 -9.356237 -10.898959 0.4865 -0.7102 -2.3031
H 15.583017 -8.112646 -7.984971 -0.1442 0.1063 0.0572
H 15.603065 -7.294186 -9.561616 -0.9663 -0.0796 -0.1849
H 16.643072 -8.572323 -9.262132 0.1603 -0.3905 0.0360
H 14.824803 -10.352860 -9.131444 0.6350 0.1088 0.2071
H 12.484881 -9.728169 -9.679344 0.1734 -0.0270 0.0706
H 12.965629 -7.999659 -9.490463 -0.1185 -0.0101 -0.3313
H 13.058923 -9.022402 -8.125615 -0.3153 -0.2816 0.0710
H 15.401015 -9.892149 -11.187327 0.1432 0.1005 -0.4247
C 17.081763 -2.599482 -12.929836 0.7808 -0.6406 -0.2260
C 16.885592 -1.449881 -11.970608 0.7768 1.2026 -1.2554
C 17.723124 -0.194735 -12.359838 0.6861 -0.8514 0.3520
O 15.560094 -1.044234 -12.174794 -2.7236 -0.3144 0.4869
H 18.138786 -2.816924 -13.083172 0.1282 0.1372 0.0370
H 16.665971 -2.373957 -13.911850 -0.0344 0.2856 0.0457
H 16.653254 -3.551568 -12.616771 -0.2741 0.1384 0.3250
H 17.011375 -1.750550 -10.930472 0.3738 0.0267 0.0373
H 17.697450 0.069522 -13.417011 -0.2598 -0.6109 -0.1923
H 18.761086 -0.421697 -12.116498 0.1685 0.3926 0.0862
H 17.400403 0.731068 -11.883541 -0.0074 -0.2764 0.5617
H 15.254163 -0.556492 -11.406607 0.1676 0.4730 0.0430
```
Forces are in eV/Å.

electronic energy	-59249.5334	eV
frontier orbital gap	7.8527	eV
energy above the lowest of the compared OMol25 structures with the same formula, charge and spin	16.3	kcal/mol
HOMO	-11.90	eV
total charge	+1
lowest unoccupied orbital energy	-4.0	eV

- Which formula does entry 1 have?
  C12H40N8O8

- What is the electronic energy in the second record?
  -59249.5334 eV

- The highest total charge belongs to which entry?
  C12H40O10V